37
Properties=species:S:1:pos:R:3 method="wB97M-V/def2-TZVPD" s_squared=6.033 gap_ha="0.27057 / 0.28056" homo_energy_ev="-7.25 / -7.60" total_energy_ha=-2244.31538 multiplicity=5
Cr -0.09468 -1.18215 -0.80869
F -0.89764 3.48798 -0.62020
F -3.24537 4.49179 -0.00628
F -4.79193 0.24077 1.29562
F -0.94919 -1.17389 -3.67028
F -2.41568 -0.78752 0.74299
F -2.71494 -0.66928 -2.39081
N -0.33704 0.65969 -0.19711
N 1.90582 -0.88744 0.04313
C 0.88900 1.45343 -0.33447
C 2.18950 -1.26141 1.44138
C -3.06093 3.17785 0.20173
C -1.52944 1.29942 0.06742
C 2.16219 0.55789 -0.21049
C 1.24719 -0.60669 2.43840
C -2.60096 0.53467 0.55207
C 2.55521 -1.82092 -0.91563
C 1.64743 -3.02750 -1.18243
C -3.83415 1.06122 0.83678
C -4.09369 2.40821 0.67659
C -1.81890 2.65045 -0.10174
B -1.43101 -1.06797 -2.39593
H 1.42205 -1.02043 3.43302
H -5.06506 2.82979 0.89505
H 0.93622 2.22058 0.44034
H 2.11685 -2.34751 1.52159
H 2.08766 -3.66907 -1.94073
H 0.94213 1.98019 -1.28669
H 2.78672 0.93970 0.59713
H 3.22866 -0.99314 1.66173
H 1.40180 0.47468 2.49111
H 1.47135 -3.62242 -0.29006
H 0.20339 -0.77297 2.16681
H 0.68096 -2.75220 -1.63338
H 3.52743 -2.15839 -0.55059
H 2.72744 -1.29106 -1.84859
H 2.75162 0.64362 -1.11879